[1]
C24H36FeP2Si | ωB97M-V/def2-TZVPD

LUMO energy (spin up / spin down), eV: -1.897 / -4.116
Highest occupied orbital energy (spin up / spin down), hartree: -0.3575 / -0.4088
Energy above the lowest of the compared OMol25 structures with the same formula, charge and spin, kJ/mol: 9.2
Orbital gap (spin up / spin down), eV: 7.83 / 7.01
Strongest force on any atom, eV/Å: 3.4
Spin multiplicity: 6
Total charge: +1
E_tot, a.u.: -3171.65432

XYZ file:
```
64
C24H36FeP2Si ωB97M-V/def2-TZVPD
C 1.517 1.891 2.998
C 2.444 1.568 1.932
C 1.810 1.927 0.693
H 3.477 1.199 2.046
C 0.506 2.478 0.999
C 0.333 2.507 2.407
H -0.504 2.976 2.919
H 1.730 1.830 4.050
H 2.187 1.833 -0.317
H -0.203 2.813 0.253
Fe 0.700 0.541 1.689
C -2.831 -0.421 0.764
H -3.517 0.230 1.335
H -3.559 -0.860 0.085
H -1.982 0.133 0.192
Si 0.040 1.162 -2.092
C 1.253 0.096 -2.983
C 2.455 0.794 -3.265
H 2.635 1.766 -2.804
C 3.386 0.223 -4.134
H 4.294 0.785 -4.365
C 3.182 -1.051 -4.696
H 3.918 -1.471 -5.397
C 2.055 -1.786 -4.297
H 1.944 -2.820 -4.654
C 1.081 -1.242 -3.432
H 0.232 -1.855 -3.126
C -1.437 1.189 -3.206
C -1.213 1.133 -4.598
H -0.238 0.830 -4.975
C -2.209 1.501 -5.500
H -2.009 1.502 -6.572
C -3.487 1.858 -5.022
H -4.274 2.160 -5.728
C -3.758 1.810 -3.645
H -4.768 2.048 -3.274
C -2.744 1.466 -2.733
H -2.971 1.434 -1.665
H 0.335 2.665 -2.286
H -2.493 -1.278 1.443
C 1.409 -2.472 -0.012
P 0.990 -1.636 1.565
C 2.441 -1.991 2.690
C -0.387 -2.666 2.326
C -1.261 -1.985 3.386
P -0.711 -0.228 3.551
C -2.178 0.704 4.079
C 0.255 -0.255 5.101
H 0.942 -3.479 -0.033
H 2.508 -2.562 -0.092
H 1.029 -1.847 -0.841
H 2.047 -2.098 3.718
H 2.939 -2.920 2.345
H 3.129 -1.126 2.619
H -1.010 -2.992 1.494
H 0.132 -3.525 2.772
H -2.328 -1.986 3.110
H -1.211 -2.449 4.373
H -2.947 0.005 4.447
H -1.849 1.363 4.892
H -2.566 1.299 3.244
H -0.055 -1.091 5.739
H 1.325 -0.321 4.893
H 0.040 0.695 5.595
```

[2]
C24H36N12 | ωB97M-V/def2-TZVPD

LUMO energy, eV: -0.203
Highest occupied orbital energy, hartree: -0.4089
Energy above the lowest of the compared OMol25 structures with the same formula, charge and spin, kJ/mol: 256.6
Orbital gap, eV: 10.92
Strongest force on any atom, eV/Å: 4.2
E_tot, a.u.: -1592.99979
SMILES string: CC#N.CC#N.CC#N.CC#N.CC#N.CC#N.CC#N.CC#N.CC#N.CC#N.CC#N.CC#N

XYZ file:
```
72
C24H36N12 ωB97M-V/def2-TZVPD
C -23.609 19.238 17.981
C -22.614 18.833 17.001
N -21.768 18.524 16.245
H -24.162 18.405 18.415
H -24.259 20.057 17.672
H -23.044 19.507 18.873
C -20.353 16.258 18.895
C -20.303 15.582 20.212
N -20.313 15.096 21.239
H -19.406 16.781 18.763
H -21.143 16.999 19.019
H -20.447 15.525 18.093
C -21.872 21.363 10.070
C -22.350 21.031 11.430
N -22.699 20.737 12.492
H -21.256 20.640 9.534
H -21.258 22.252 10.217
H -22.765 21.589 9.488
C -22.531 11.734 15.906
C -21.723 12.449 16.862
N -21.076 13.034 17.644
H -22.230 10.695 15.779
H -22.394 12.307 14.989
H -23.609 11.809 16.047
C -20.952 17.627 13.182
C -20.059 16.448 13.079
N -19.385 15.552 12.944
H -20.489 18.419 13.771
H -21.806 17.301 13.777
H -21.126 17.902 12.142
C -25.799 19.911 11.448
C -26.612 20.812 10.598
N -27.213 21.504 9.903
H -25.181 19.314 10.777
H -26.468 19.250 12.000
H -25.158 20.531 12.073
C -19.385 23.119 16.812
C -18.849 21.813 17.295
N -18.509 20.798 17.656
H -18.671 23.943 16.841
H -20.106 23.589 17.481
H -19.929 23.003 15.875
C -18.083 11.898 8.697
C -16.633 12.031 9.062
N -15.494 12.050 9.348
H -18.725 12.509 9.332
H -18.347 10.845 8.593
H -18.270 12.242 7.679
C -18.491 17.660 15.642
C -17.065 17.397 15.861
N -15.953 17.207 16.055
H -18.623 18.735 15.770
H -19.110 17.219 16.423
H -18.669 17.369 14.607
C -19.992 15.949 9.392
C -21.251 15.742 10.127
N -22.283 15.597 10.673
H -19.729 15.070 8.803
H -19.124 16.028 10.046
H -19.987 16.757 8.660
C -17.431 13.758 16.717
C -16.026 13.661 17.209
N -14.950 13.577 17.523
H -17.545 13.165 15.809
H -17.419 14.832 16.531
H -18.056 13.426 17.546
C -15.987 17.200 12.156
C -16.294 18.646 12.380
N -16.439 19.796 12.625
H -16.062 17.007 11.085
H -16.759 16.624 12.666
H -15.038 16.862 12.570
```

[3]
C24H36N12 | ωB97M-V/def2-TZVPD

LUMO energy, eV: -0.019
Highest occupied orbital energy, hartree: -0.4141
Energy above the lowest of the compared OMol25 structures with the same formula, charge and spin, kJ/mol: 74.2
Orbital gap, eV: 11.25
Strongest force on any atom, eV/Å: 1.6
E_tot, a.u.: -1593.06924
SMILES string: CC#N.CC#N.CC#N.CC#N.CC#N.CC#N.CC#N.CC#N.CC#N.CC#N.CC#N.CC#N

XYZ file:
```
72
C24H36N12 ωB97M-V/def2-TZVPD
C -1.310 0.264 -0.485
C -0.204 -0.411 0.164
N 0.685 -0.919 0.686
H -0.978 0.794 -1.374
H -1.605 1.022 0.249
H -2.123 -0.431 -0.673
C -4.233 3.099 0.074
C -3.821 4.462 0.439
N -3.532 5.542 0.705
H -5.274 2.959 0.355
H -3.559 2.370 0.506
H -4.173 3.106 -1.017
C -1.769 -3.793 -4.335
C -1.416 -3.179 -3.065
N -1.179 -2.653 -2.075
H -2.030 -2.991 -5.022
H -2.627 -4.442 -4.136
H -1.014 -4.454 -4.754
C -2.965 2.983 3.405
C -4.288 2.409 3.361
N -5.355 1.991 3.301
H -2.369 2.649 4.248
H -3.006 4.054 3.198
H -2.409 2.662 2.513
C 2.003 -4.022 2.790
C 2.151 -3.992 4.250
N 2.288 -3.939 5.388
H 1.600 -4.953 2.409
H 2.975 -3.822 2.336
H 1.388 -3.156 2.530
C 0.920 3.332 -0.908
C -0.255 3.316 -1.790
N -1.178 3.298 -2.471
H 0.597 3.945 -0.066
H 1.766 3.772 -1.426
H 1.145 2.336 -0.546
C 3.985 -0.397 1.038
C 4.407 0.735 1.864
N 4.734 1.649 2.477
H 4.902 -0.838 0.643
H 3.346 -0.058 0.225
H 3.434 -1.131 1.621
C -2.025 0.548 -4.362
C -1.191 0.084 -5.487
N -0.509 -0.265 -6.341
H -2.741 -0.243 -4.160
H -2.526 1.469 -4.654
H -1.362 0.818 -3.544
C 1.942 2.867 4.067
C 1.104 2.538 2.914
N 0.509 2.203 1.990
H 1.389 2.998 4.991
H 2.420 3.819 3.809
H 2.777 2.183 4.202
C 2.427 -1.142 -4.236
C 1.978 -0.142 -3.262
N 1.551 0.617 -2.517
H 2.993 -0.635 -5.020
H 1.533 -1.570 -4.682
H 3.131 -1.838 -3.788
C -1.078 -0.804 3.330
C -0.826 -1.761 4.408
N -0.627 -2.510 5.253
H -1.698 0.042 3.614
H -1.548 -1.295 2.480
H -0.107 -0.447 2.994
C 1.691 -3.412 -1.235
C 3.080 -3.481 -1.671
N 4.149 -3.546 -2.082
H 1.298 -2.395 -1.252
H 1.481 -3.979 -0.337
H 1.132 -3.889 -2.053
```